Entry 1:
{
  "formula": "H4NO2SSi",
  "method": "wB97M-V/def2-TZVPD",
  "orbital_gap_ha": 0.315,
  "de_lowest_kcal_mol": 15.0,
  "multiplicity": 1,
  "e_homo_ev": -4.658,
  "total_charge": -1,
  "species": ["N", "O", "O", "Si", "S", "H", "H", "H", "H"],
  "coordinates": [[-0.121276, -0.579903, 0.784169], [0.182701, -0.660823, -1.451965], [1.983228, -1.584213, 0.006915], [-0.446812, 0.829032, -0.228314], [0.501344, -1.627354, -0.311665], [0.335843, -0.563282, 1.647873], [-1.851028, 0.534587, -0.294544], [-0.819943, 1.896671, 1.047449], [0.235944, 1.755285, -1.199917]],
  "forces_ev_per_a": [[-0.689, 0.501, -0.058], [-0.526, 0.627, -0.567], [-1.323, -0.594, -0.580], [-0.762, 0.726, 1.198], [2.794, -0.716, 0.580], [0.804, -0.063, 1.378], [-1.080, 0.349, -1.296], [0.947, -0.764, -1.074], [-0.166, -0.064, 0.420]]
}

---

Entry 2:
{
  "formula": "C5H15NO2",
  "method": "wB97M-V/def2-TZVPD",
  "orbital_gap_ha": [0.106, 0.371],
  "de_lowest_kcal_mol": 44.0,
  "multiplicity": 2,
  "e_homo_ev": [0.737, -6.542],
  "total_charge": -1,
  "species": ["C", "N", "C", "C", "C", "C", "H", "H", "H", "H", "H", "H", "H", "H", "H", "H", "H", "H", "H", "O", "H", "H", "O"],
  "coordinates": [[-0.548081, 1.737547, 2.263450], [0.388093, 1.757412, 1.113975], [-0.561591, 1.069048, 0.056796], [0.408181, 0.797086, -1.055786], [1.751715, 0.302061, -0.399831], [1.321983, 0.504770, 1.155200], [-1.363266, 2.413808, 2.098066], [-0.002051, 2.091165, 3.140450], [-0.827999, 0.623432, 2.488124], [-1.033081, 0.122583, 0.472128], [-1.451574, 1.777830, 0.062656], [0.739619, 1.704306, -1.729928], [0.020488, 0.051059, -1.802017], [2.602578, 0.864509, -0.733160], [2.021899, -0.749397, -0.586216], [0.595972, -0.273279, 1.450727], [2.181979, 0.822030, 1.763926], [0.539544, -2.462215, -0.200747], [0.048563, -3.768569, -0.543310], [-0.312833, -2.919089, -0.315232], [-1.250163, -1.865580, -1.649071], [-1.596046, -1.909343, -3.174716], [-1.959209, -1.856823, -2.306480]],
  "forces_ev_per_a": [[2.213, -1.724, 1.018], [-2.119, -3.646, -1.211], [-0.207, 2.188, 1.420], [1.056, 0.286, -3.347], [-2.232, -0.347, 2.133], [0.368, 2.649, -1.399], [-0.649, 0.026, -0.185], [-0.110, 0.047, 0.240], [-0.172, 1.947, -0.230], [0.872, 0.711, -0.402], [1.091, -0.673, -1.334], [-1.202, -1.284, 1.511], [0.268, 0.533, 0.759], [0.310, 0.675, 0.241], [-0.460, 0.129, 0.066], [1.378, -0.420, 0.419], [-0.351, -1.017, 0.291], [0.233, 0.434, 0.220], [0.096, -1.496, -0.457], [-0.168, 1.181, 0.360], [0.313, -0.613, -0.053], [0.760, -0.112, -0.656], [-1.290, 0.525, 0.594]]
}

---

Entry 3:
{
  "formula": "C20H47N3O4P2",
  "method": "wB97M-V/def2-TZVPD",
  "orbital_gap_ha": 0.321,
  "smiles": "C#CCCCP(N)#P(C)CC.COCCNCCOC.COCCNCCOC",
  "multiplicity": 1,
  "e_homo_ev": -7.946,
  "total_charge": 0,
  "species": ["C", "C", "C", "C", "C", "P", "N", "P", "C", "C", "C", "H", "H", "H", "H", "H", "H", "H", "H", "H", "H", "H", "H", "H", "H", "H", "H", "H", "C", "O", "C", "C", "N", "C", "C", "O", "C", "H", "H", "H", "H", "H", "H", "H", "H", "H", "H", "H", "H", "H", "H", "H", "C", "O", "C", "C", "N", "C", "C", "O", "C", "H", "H", "H", "H", "H", "H", "H", "H", "H", "H", "H", "H", "H", "H", "H"],
  "coordinates": [[7.065241, 0.413659, -0.389702], [6.109467, -0.216125, -0.742212], [4.993210, -1.034603, -1.192443], [4.224297, -1.672404, -0.004871], [2.706973, -1.751867, -0.236529], [1.728226, -1.148642, 1.204471], [1.213104, -2.579524, 2.051601], [-0.170468, -0.363539, 0.482277], [-0.752454, -1.339627, -0.996258], [0.194035, 1.310276, -0.228575], [0.703259, 2.226865, 0.879585], [7.979454, 0.904170, -0.146901], [4.313267, -0.430849, -1.794951], [5.380891, -1.814018, -1.846548], [4.463643, -1.137158, 0.910220], [4.618211, -2.679147, 0.126396], [2.436063, -1.149198, -1.103886], [2.418374, -2.774431, -0.489632], [0.505899, -2.223204, 2.694327], [0.662197, -3.152445, 1.411474], [-1.820596, -1.513565, -0.897293], [-0.231049, -2.286727, -1.103103], [-0.594234, -0.741382, -1.893726], [-0.748294, 1.644729, -0.658811], [0.939431, 1.212161, -1.017796], [1.732329, 1.961817, 1.114593], [0.709721, 3.269253, 0.564030], [0.120797, 2.124208, 1.792211], [-6.457834, -3.122753, 4.660937], [-5.683698, -2.118438, 5.286749], [-5.197152, -2.471283, 6.576065], [-3.692447, -2.634077, 6.565595], [-3.293960, -3.819812, 5.817033], [-1.857767, -3.931047, 5.577434], [-1.188213, -2.865259, 4.717052], [-1.584791, -2.882960, 3.354549], [-2.767609, -2.157397, 3.049533], [-6.889141, -2.688510, 3.760577], [-5.851147, -3.988311, 4.373439], [-7.272297, -3.456645, 5.310481], [-5.685041, -3.377270, 6.946465], [-5.453238, -1.651613, 7.253514], [-3.338713, -2.731175, 7.596163], [-3.264316, -1.713765, 6.145788], [-3.770736, -3.818851, 4.925120], [-1.686793, -4.896877, 5.095801], [-1.347847, -3.967003, 6.545098], [-0.115833, -3.082059, 4.716454], [-1.300232, -1.857178, 5.133056], [-2.898730, -1.283075, 3.690026], [-3.645847, -2.805514, 3.114579], [-2.678760, -1.820445, 2.016735], [3.027502, 5.578723, -5.455445], [1.862553, 5.528418, -4.654780], [0.644971, 5.630042, -5.382858], [-0.124253, 4.327317, -5.340326], [0.545021, 3.292137, -6.118642], [-0.012775, 1.953195, -5.951714], [0.068831, 1.310772, -4.570972], [1.384087, 0.996891, -4.152110], [2.093974, 2.051221, -3.526848], [3.882291, 5.639062, -4.784073], [3.136166, 4.683609, -6.077430], [3.027233, 6.463508, -6.098649], [0.827592, 5.942252, -6.414912], [0.042992, 6.404969, -4.899617], [-1.123537, 4.490364, -5.754488], [-0.236924, 4.046568, -4.284248], [1.522533, 3.268729, -5.860133], [0.511762, 1.297301, -6.650793], [-1.061329, 1.973798, -6.265085], [-0.458705, 0.354432, -4.627871], [-0.445019, 1.902883, -3.803498], [1.428521, 2.720809, -2.976233], [2.685020, 2.624517, -4.245947], [2.792678, 1.601084, -2.819542]],
  "forces_ev_per_a": [[0.294, -0.010, -0.054], [0.201, -0.019, -0.182], [-0.271, -0.032, 0.372], [0.177, -0.252, -0.302], [-0.094, -0.425, 0.013], [0.460, 0.704, 0.347], [-0.276, 0.375, -0.878], [-0.766, -0.276, 0.171], [0.196, 0.533, 0.057], [0.357, -0.622, 0.311], [0.244, 0.093, -0.287], [-0.193, 0.072, 0.098], [0.008, 0.100, -0.013], [-0.014, -0.030, -0.121], [-0.106, 0.181, 0.029], [0.018, -0.044, 0.166], [-0.142, 0.179, 0.016], [-0.083, -0.039, -0.035], [0.087, -0.267, 0.268], [0.095, -0.268, 0.169], [-0.056, -0.142, -0.006], [0.011, -0.110, -0.003], [0.096, -0.114, -0.151], [-0.039, 0.130, -0.074], [-0.063, 0.158, -0.220], [0.038, -0.014, 0.141], [-0.104, 0.076, 0.020], [-0.116, 0.065, 0.039], [0.032, 0.120, -0.011], [-0.037, -0.176, -0.050], [0.038, 0.232, 0.133], [0.013, -0.126, -0.205], [0.047, 0.146, 0.011], [-0.164, -0.156, -0.054], [0.208, -0.050, 0.075], [-0.061, 0.170, 0.131], [0.090, -0.249, -0.274], [0.026, 0.031, 0.003], [-0.054, -0.061, 0.050], [0.002, -0.052, -0.002], [0.033, -0.062, -0.066], [-0.023, -0.015, 0.000], [0.028, 0.004, 0.002], [-0.020, 0.077, 0.110], [-0.026, -0.015, -0.009], [0.054, 0.004, 0.010], [0.007, 0.049, 0.014], [-0.007, -0.008, -0.015], [-0.131, 0.005, -0.021], [0.012, -0.034, 0.077], [-0.087, 0.122, 0.102], [0.042, 0.058, 0.028], [-0.035, 0.006, 0.118], [0.100, -0.049, -0.147], [-0.177, 0.101, 0.175], [0.184, -0.143, -0.048], [-0.073, 0.003, 0.147], [0.162, 0.063, -0.144], [-0.185, -0.178, -0.022], [-0.007, 0.098, 0.083], [0.136, -0.204, 0.000], [-0.024, -0.011, 0.031], [0.003, 0.050, -0.081], [0.012, -0.018, -0.047], [0.051, -0.077, -0.029], [0.015, 0.015, -0.018], [-0.018, -0.020, 0.007], [-0.097, 0.092, 0.030], [0.028, 0.017, -0.020], [-0.036, -0.038, 0.008], [-0.025, 0.018, 0.043], [0.017, -0.006, 0.005], [0.079, 0.095, -0.005], [-0.011, 0.063, -0.057], [-0.069, 0.118, 0.027], [-0.016, -0.008, 0.013]]
}

---

Entry 4:
{
  "formula": "C4H9NO",
  "method": "wB97M-V/def2-TZVPD",
  "orbital_gap_ha": 0.388,
  "de_lowest_kcal_mol": 9.2,
  "smiles": "CC(C)C(N)=O",
  "multiplicity": 1,
  "e_homo_ev": -9.630,
  "total_charge": 0,
  "species": ["C", "C", "C", "C", "N", "O", "H", "H", "H", "H", "H", "H", "H", "H", "H"],
  "coordinates": [[0.019410, -1.051031, 1.342688], [-0.015543, -0.450039, -0.047813], [1.379686, -0.333781, -0.692870], [-0.668599, 0.925613, 0.005765], [-1.164535, 1.566939, -1.112530], [-0.670471, 1.548826, 1.055777], [-0.977279, -1.128059, 1.745839], [0.574439, -0.435340, 2.014015], [0.427343, -2.050799, 1.389450], [-0.697193, -1.057627, -0.655655], [1.530304, -1.214398, -1.292819], [1.569539, 0.608680, -1.184353], [2.058948, -0.385096, 0.143273], [-1.652694, 1.069051, -1.845283], [-1.713356, 2.387062, -0.865482]],
  "forces_ev_per_a": [[-0.374, -0.190, -0.097], [-0.909, 0.385, -0.801], [-0.523, -0.393, 1.008], [0.102, 0.818, 1.288], [-0.709, -0.145, -0.495], [0.027, -0.111, -0.145], [-0.457, 0.067, 0.158], [0.455, 0.522, 0.425], [0.310, -0.294, -0.389], [0.287, -0.106, -0.235], [0.391, -0.025, -0.575], [-0.131, 0.011, -0.523], [0.578, 0.006, 0.147], [0.493, -0.431, 0.067], [0.458, -0.113, 0.166]]
}

---

| no. | M (u) | F_max (hartree/bohr) |
| --- | --- | --- |
| 1 | 110.19 | 0.0572 |
| 2 | 121.18 | 0.0853 |
| 3 | 455.56 | 0.0193 |
| 4 | 87.12 | 0.0297 |